Molecular formula: C38H45N9O5Rb
Method: DFT, ωB97M-V/def2-TZVPD

Its total energy is -2368.234186 Eh. As for the spin multiplicity: 1. For the frontier orbital gap, the calculation gives 6.32 eV. The maximum force comes out at 1.60 eV/Å. Its total charge is -1. The highest occupied orbital energy comes out at -4.555 eV.

```
98
Properties=species:S:1:pos:R:3:forces:R:3:lowdin_charge:R:1
Rb 0.375691 -0.581497 0.864042 0.63 0.99 -1.08 1.111
C -0.715495 4.287732 3.273275 0.02 -0.02 -0.02 -0.057
N -1.008932 3.123073 2.459618 0.01 0.02 0.05 -0.150
C -0.608473 1.869041 3.077781 0.08 0.00 -0.08 -0.049
C -1.118379 3.205059 1.099156 -0.21 0.31 -0.17 -0.358
N -0.669630 2.263587 0.349154 0.32 -0.12 0.30 0.123
C -1.163062 1.983922 -0.912583 -0.51 0.02 -0.06 -0.249
C -2.537455 1.938667 -1.095961 0.17 -0.05 0.12 -0.046
C -3.113356 1.631082 -2.332198 0.02 -0.04 -0.15 -0.088
C -2.315665 1.364196 -3.407741 -0.12 0.00 0.03 -0.067
C -0.907624 1.354824 -3.270965 0.06 0.00 0.15 -0.163
C -0.110856 1.047394 -4.397525 0.09 -0.02 -0.10 -0.062
C 1.249058 0.996872 -4.288877 -0.12 -0.01 -0.05 -0.084
C 1.860684 1.242850 -3.055982 -0.03 0.07 0.16 -0.036
C 1.132423 1.560708 -1.916875 0.36 0.00 -0.39 -0.241
N 1.802104 1.651728 -0.713023 -0.03 -0.20 0.39 0.114
C 2.920025 2.266390 -0.538791 0.02 0.27 -0.16 -0.369
N 3.319894 3.425671 -1.214690 -0.02 -0.18 -0.09 -0.160
C 2.352961 4.239461 -1.911229 0.02 -0.01 0.04 -0.057
C 4.660536 3.507191 -1.761997 -0.04 0.02 0.02 -0.066
N 3.814928 1.846003 0.398750 0.02 0.01 0.04 -0.149
C 3.735875 0.497221 0.941678 -0.06 -0.06 0.02 -0.042
C 4.502181 2.787351 1.263460 0.02 0.00 0.00 -0.051
C -0.301110 1.636679 -2.007789 -0.02 0.05 -0.09 -0.034
N -1.718148 4.399950 0.658140 0.00 -0.30 -0.07 -0.165
C -1.498225 4.863484 -0.694418 0.02 0.08 0.07 -0.055
C -3.012859 4.766425 1.197498 0.04 0.07 0.04 -0.071
H 0.323550 4.251445 3.619161 -0.01 0.00 0.01 0.093
H -1.362048 4.311609 4.154292 0.00 -0.01 0.00 0.088
H -0.860231 5.200046 2.703984 0.00 0.01 -0.02 0.079
H -1.063701 1.800371 4.066483 0.02 -0.02 0.01 0.099
H 0.475104 1.778978 3.184979 -0.01 -0.04 0.00 0.084
H -0.946159 1.031226 2.478925 -0.18 0.08 0.13 0.039
H -3.173325 2.132550 -0.240227 0.01 0.00 0.01 0.115
H -4.192502 1.607983 -2.428493 0.00 0.00 -0.01 0.103
H -2.741924 1.139212 -4.378484 0.00 0.00 0.01 0.104
H -0.603306 0.839619 -5.340180 0.00 0.00 0.01 0.103
H 1.861600 0.744077 -5.145960 -0.01 0.01 -0.01 0.102
H 2.936297 1.147831 -2.961375 -0.01 -0.01 0.02 0.115
H 1.384502 4.134057 -1.433360 -0.03 0.01 0.02 0.065
H 2.245105 3.966370 -2.967170 0.00 -0.02 -0.01 0.090
H 2.665201 5.286098 -1.852453 -0.02 0.00 0.00 0.090
H 5.315941 2.806809 -1.252991 0.02 0.01 0.00 0.084
H 5.058517 4.518943 -1.643658 0.02 -0.01 0.01 0.086
H 4.657933 3.266792 -2.833995 -0.01 0.01 0.01 0.086
H 3.328172 -0.180408 0.195772 0.05 0.00 -0.06 0.075
H 3.121021 0.439079 1.844910 0.03 0.02 -0.03 0.062
H 4.743548 0.164186 1.199145 0.00 0.00 -0.04 0.102
H 4.333100 3.806306 0.925029 0.00 -0.01 0.01 0.083
H 5.577863 2.590662 1.279384 -0.01 -0.01 -0.01 0.089
H 4.128747 2.684467 2.287125 0.00 0.01 -0.01 0.096
H -0.510697 4.557119 -1.023707 -0.01 0.00 -0.05 0.069
H -1.541632 5.956297 -0.697006 0.01 0.00 -0.01 0.090
H -2.234187 4.480342 -1.409940 0.01 0.02 0.03 0.087
H -3.149334 4.325979 2.182327 -0.01 0.01 -0.03 0.085
H -3.825607 4.422371 0.543338 0.01 0.00 0.00 0.084
H -3.086953 5.854488 1.285459 -0.02 -0.01 0.01 0.086
O 6.051478 -5.375088 3.306852 0.17 0.19 -0.06 -0.068
C 5.453702 -4.415146 3.834084 -0.54 -0.33 0.21 -0.700
O 5.583937 -3.903062 4.961726 0.14 0.09 -0.09 -0.059
C 4.293142 -3.827887 2.977216 0.28 0.02 -0.04 -0.107
C 4.181027 -4.160799 1.630379 -0.08 0.02 0.01 -0.024
C 3.157336 -3.607806 0.886491 0.03 -0.09 0.00 -0.156
N 2.252917 -2.760041 1.385605 -0.05 0.00 0.04 0.032
C 2.359097 -2.442834 2.682512 0.05 0.02 0.01 -0.223
C 3.358899 -2.950176 3.503715 -0.02 0.06 0.02 0.046
C 1.349872 -1.400219 3.155461 0.35 -0.25 0.91 -0.812
O 1.791660 -0.234241 3.282952 0.07 -0.01 0.23 -0.106
O 0.148891 -1.739921 3.251969 -0.17 -0.32 0.24 -0.135
H 4.898934 -4.848445 1.204221 -0.01 -0.01 0.00 0.103
H 3.041067 -3.857949 -0.165338 0.02 0.04 0.00 0.095
H 3.430170 -2.662139 4.544448 0.04 0.02 -0.02 0.124
C -5.030842 -4.799491 0.123027 -0.15 0.12 0.08 -0.022
N -3.646554 -4.437971 0.376710 0.20 -0.32 -0.14 -0.093
N -3.138338 -3.405637 -0.414634 -0.13 0.25 0.24 0.048
C -2.317655 -2.580377 0.371525 -0.27 0.01 -0.21 -0.405
O -1.679094 -1.640713 -0.079641 -0.79 -0.44 -0.41 -0.151
C -2.416877 -3.104628 1.709788 0.08 -0.08 0.21 0.093
C -3.233576 -4.178215 1.671041 0.11 0.12 -0.04 -0.260
C -3.706880 -5.040512 2.787240 -0.02 0.02 -0.04 -0.011
C -2.980520 -3.593503 -1.801741 0.04 -0.08 -0.30 -0.180
C -2.837584 -2.479433 -2.629495 -0.05 0.00 0.15 0.003
C -2.654543 -2.655936 -3.990399 0.00 -0.01 0.00 -0.071
C -2.635530 -3.928334 -4.544139 0.01 -0.03 -0.04 -0.098
C -2.787207 -5.032461 -3.719666 -0.01 0.01 -0.04 -0.090
C -2.950469 -4.873878 -2.352430 0.04 0.04 0.10 -0.030
H -5.196930 -4.846087 -0.949496 0.03 -0.06 -0.02 0.081
H -5.730430 -4.074352 0.554516 0.02 0.02 -0.03 0.098
H -5.223568 -5.781294 0.551206 0.00 0.00 -0.01 0.090
H -1.842915 -2.724688 2.544218 0.03 -0.01 -0.02 0.108
H -3.101238 -4.845423 3.668557 -0.02 -0.01 0.02 0.091
H -3.624542 -6.095357 2.524252 0.01 -0.01 0.03 0.088
H -4.751027 -4.829137 3.029740 0.01 -0.02 0.01 0.085
H -2.854489 -1.489604 -2.198674 0.01 0.03 0.00 0.103
H -2.525752 -1.784049 -4.619591 0.00 0.00 0.01 0.099
H -2.496928 -4.060825 -5.609479 0.00 0.01 0.01 0.098
H -2.759218 -6.030801 -4.137722 0.00 0.00 0.00 0.101
H -3.021113 -5.741510 -1.710230 -0.02 0.03 0.04 0.111
```
Positions in Å, forces in eV/Å.